1.
Formula: C28H25F6I2N7O2Pb
Source: OMol25
Level of theory: ωB97M-V with the def2-TZVPD basis set

Calculated values
**Energy above the lowest of the compared OMol25 structures with the same formula, charge and spin**: 0.517 eV
**Kohn-Sham gap (spin up / spin down)**: 4.67 / 3.52 eV

```
! RIJCOSX wB97M-V def2-TZVPD def2/J DEFGRID3
* xyz 2 1
Pb -0.36251 -0.24610 -0.15812
I 2.93423 1.87630 6.97571
C 1.83348 1.22980 5.31760
C 0.68578 0.45860 5.49767
C -0.04966 0.11413 4.39359
I -1.80261 -1.01956 4.50595
C 0.30035 0.54977 3.06041
O -0.50907 0.34933 2.12388
C 1.53919 1.27604 2.91215
C 1.94496 1.76446 1.54349
N 1.93094 0.71428 0.51722
C 2.99981 -0.26875 0.74010
C 2.66785 -1.71068 0.43661
C 3.69941 -2.64820 0.47028
C 3.40928 -3.98459 0.26700
C 2.09178 -4.35978 0.04294
C 1.12581 -3.37183 0.00813
N 1.41841 -2.08877 0.20097
C 2.25727 1.61078 4.02817
H 0.37618 0.15662 6.48859
H 2.94086 2.22055 1.62368
H 1.24391 2.54254 1.22742
H 2.07352 1.16563 -0.38460
H 3.27197 -0.23483 1.80249
H 3.89903 -0.01109 0.16675
H 4.70947 -2.32299 0.66288
H 4.19925 -4.72127 0.28507
H 1.82091 -5.39006 -0.10831
H 0.08565 -3.61091 -0.16430
H 3.16826 2.18648 3.94122
C -2.18541 2.84052 1.11532
C -3.05633 1.85190 0.44907
N -2.69253 0.65274 0.03910
C -3.79764 0.04855 -0.48428
C -4.85109 0.90180 -0.39383
N -4.37503 2.04117 0.20206
C -5.12255 3.24586 0.45534
N -4.54007 4.36817 -0.22280
N -4.13588 5.45226 0.44069
N -3.64016 6.28843 -0.34669
C -3.68254 5.82990 -1.62380
C -3.27914 6.36933 -2.84423
C -3.42783 5.57086 -3.96090
C -3.97545 4.28443 -3.88288
C -4.38382 3.73209 -2.68440
C -4.25580 4.53017 -1.55504
H -1.24813 2.35197 1.35737
H -2.64805 3.20807 2.03001
H -1.97141 3.69409 0.47441
H -3.76454 -0.94273 -0.88658
H -5.87643 0.78364 -0.67794
H -5.12516 3.49793 1.52301
H -6.15460 3.09035 0.11880
H -2.90112 7.37595 -2.90470
H -3.12360 5.94710 -4.92520
H -4.07365 3.70363 -4.78576
H -4.74721 2.71834 -2.63188
C -0.00436 2.70200 -3.81436
C 0.02944 1.35098 -3.06720
O -0.05367 1.50874 -1.72306
C -1.15246 0.48995 -3.59211
F -2.32075 1.05974 -3.25854
F -1.15870 0.32164 -4.90612
F -1.17609 -0.73846 -3.03398
C 1.36485 0.63756 -3.40888
F 2.38005 1.31127 -2.84552
F 1.62279 0.52149 -4.70096
F 1.42354 -0.59905 -2.87087
H -0.93912 3.20819 -3.58667
H 0.07916 2.54620 -4.88805
H 0.82213 3.31884 -3.47186
*
```

=====

2.
Formula: C2H7N2O2
Source: OMol25
Level of theory: ωB97M-V with the def2-TZVPD basis set

Calculated values
**SMILES**: CON[N+](C)=O
**Energy above the lowest of the compared OMol25 structures with the same formula, charge and spin**: 7.859 eV
**Kohn-Sham gap (spin up / spin down)**: 8.26 / 8.26 eV

```
! RIJCOSX wB97M-V def2-TZVPD def2/J DEFGRID3
* xyz 1 1
C 1.14053 0.38091 -1.91460
C -1.37696 -0.18480 1.39403
N 0.10364 -1.24833 -0.16675
N 1.30995 -0.69358 -0.98267
O 2.24291 -1.43760 -0.99868
O -0.91172 -0.41884 0.05499
H 0.25426 0.15680 -2.59635
H 1.91641 0.44753 -2.68971
H 1.23096 1.40635 -1.56410
H -0.91783 0.80319 1.79671
H -0.93740 -1.04271 1.96982
H -2.53820 -0.27854 1.29510
H 0.55858 -1.95840 0.56751
*
```

=====

3.
Formula: C32H50B2Cl2CsF4NNa2O16S
Source: OMol25
Level of theory: ωB97M-V with the def2-TZVPD basis set

Calculated values
**Kohn-Sham gap**: 2.87 eV

```
! RIJCOSX wB97M-V def2-TZVPD def2/J DEFGRID3
* xyz 0 1
C -3.09831 3.95659 0.56915
C -2.17568 4.42285 1.79985
B -1.26608 3.20233 2.44124
O -1.47493 2.99319 3.87500
C -0.17610 2.32045 1.60070
C 0.80850 3.15090 0.68743
O 0.78057 4.60497 0.58244
C 1.92450 2.38266 -0.13121
C 2.94301 3.19859 -1.07642
C 2.66904 3.03845 -2.65701
C 1.24113 3.65752 -3.13202
C 0.21323 2.44644 -3.38136
O -0.06503 2.34149 -4.81657
C -1.40200 1.81664 -4.89901
C -1.81995 0.37325 -4.30789
O -2.28458 2.52138 -5.46503
C 1.93722 0.83988 0.04216
S 3.18469 -0.14855 -0.90595
C 0.89315 0.15332 0.96884
O 0.98353 -1.27452 1.00555
C 1.97261 -1.64643 2.03064
C 2.74331 -3.02617 1.67361
C 4.27165 -2.65110 1.31096
O 2.03922 -3.72781 0.61307
N -0.11790 0.87892 1.73792
C -1.00737 0.02586 2.57282
C -2.11458 -0.81149 1.75269
C -2.27211 -0.40731 0.21456
O -2.80881 0.92103 -0.01690
C -3.94296 0.90164 -0.92051
H -2.44977 3.73191 -0.34569
H -3.75200 4.86867 0.27884
H -3.83657 3.11249 0.82556
H -1.54435 5.32045 1.48570
H -2.89744 4.82487 2.61288
H -0.59297 2.59475 4.14811
H 1.24301 4.95307 1.40127
H 4.00137 2.83078 -0.83005
H 2.94102 4.32765 -0.84549
H 3.47887 3.66972 -3.19031
H 2.77039 1.95352 -3.04148
H 0.82988 4.37124 -2.33899
H 1.40948 4.24593 -4.16983
H -0.73270 2.63947 -2.75243
H 0.63757 1.42524 -3.05822
H -1.24908 0.12649 -3.34827
H -2.94413 0.36498 -4.08732
H -1.55751 -0.43075 -5.07541
H 4.06391 0.80833 -1.39467
H 1.44347 -1.82384 3.03811
H 2.67479 -0.75338 2.20205
H 2.72063 -3.71091 2.58895
H 4.52131 -3.17441 0.30937
H 4.95223 -3.02265 2.16837
H 4.47017 -1.51763 1.24178
H 2.22635 -3.28694 -0.24349
H -1.53428 0.53686 3.43845
H -0.32020 -0.77046 3.06978
H -3.16148 -0.79705 2.23613
H -1.79986 -1.92607 1.76202
H -3.04018 -1.15008 -0.23663
H -1.32805 -0.51658 -0.42052
H -3.82564 0.15665 -1.78491
H -3.98631 1.94619 -1.41894
H -4.91274 0.75991 -0.33334
C -1.45580 -3.16067 5.11203
C 0.04969 -2.92825 5.03202
O 0.76422 -3.93381 5.23997
O 0.39380 -1.74276 4.76343
H -1.68499 -4.20213 5.34631
H -1.88800 -2.52749 5.89156
H -1.92174 -2.91074 4.15433
Na -1.02800 3.08939 6.18623
C 3.36445 -6.03637 5.56525
C 3.13037 -5.49001 6.96013
O 3.12699 -6.54935 7.92888
C 4.33524 -7.00679 8.29133
O 5.40045 -6.60147 7.89027
O 4.15444 -8.00935 9.17022
C 5.36421 -8.64758 9.57244
H 2.64458 -6.82638 5.33666
H 3.26989 -5.24387 4.82060
H 4.36087 -6.47760 5.47480
H 2.14645 -5.01781 7.00316
H 3.86663 -4.72484 7.22227
H 6.09264 -7.92229 9.94093
H 5.77754 -9.21883 8.73813
H 5.12603 -9.33841 10.38238
Cl 2.01988 2.63037 5.21474
Na 5.38800 -1.45144 -1.19755
Cl 2.69843 4.59413 -5.12426
B 4.42706 2.86277 -8.28917
F 3.30900 2.76453 -9.18239
F 4.59184 4.22655 -7.87369
F 4.19389 2.03403 -7.13638
F 5.61673 2.41993 -8.96126
Cs 0.70197 6.46288 -0.15847
C -7.63702 1.13829 -7.85280
C -7.27598 2.41951 -7.94999
C -6.01878 2.92181 -7.32515
O -5.71140 4.09412 -7.45015
C -5.19654 1.96836 -6.57125
C -5.56039 0.68835 -6.47187
C -6.80247 0.18098 -7.11937
O -7.09395 -1.00011 -7.02224
O -4.80832 -0.21083 -5.77198
O -8.04171 3.32075 -8.62548
H -8.54527 0.76044 -8.30316
H -4.29507 2.34897 -6.10731
H -5.28172 -1.06207 -5.85248
H -7.56632 4.17167 -8.55180
*
```

=====

4.
Formula: C42H34Br2N7PS5SbW
Source: OMol25
Level of theory: ωB97M-V with the def2-TZVPD basis set

Calculated values
**Energy above the lowest of the compared OMol25 structures with the same formula, charge and spin**: 0.000 eV
**Kohn-Sham gap (spin up / spin down)**: 6.01 / 4.54 eV
**⟨S²⟩**: 3.7685

```
! RIJCOSX wB97M-V def2-TZVPD def2/J DEFGRID3
* xyz 0 4
W -1.03711 1.45034 1.60973
C 5.40035 2.66118 0.64027
C 4.16157 1.92593 1.07024
C 3.80314 0.70790 0.48747
C 2.64193 0.04849 0.83959
C 1.77958 0.57752 1.80495
N 0.50735 0.04378 2.07217
C 0.46365 -1.30621 2.39384
C 1.60965 -1.98838 2.83317
C 1.60373 -3.33937 3.11345
C 0.45276 -4.10356 2.96495
C 0.45836 -5.59392 3.15671
C -0.69715 -3.43475 2.58216
C -0.71000 -2.06367 2.35349
N -1.96072 -1.46058 2.01777
C -3.15344 -2.05821 2.17540
C -4.02964 -1.51676 1.26448
C -3.28386 -0.55615 0.58788
N -2.03751 -0.49248 1.06145
C 2.18112 1.75772 2.42654
C 3.33167 2.44208 2.05279
N 1.41597 2.24538 3.51917
C 1.89268 2.76243 4.67112
C 0.82736 2.94098 5.51806
C -0.28353 2.48956 4.79585
N 0.08250 2.06542 3.59192
H 5.86162 2.17458 -0.21797
H 6.14101 2.69816 1.44126
H 5.17139 3.69030 0.35775
H 4.43148 0.28764 -0.28912
H 2.35718 -0.86718 0.33188
H 2.53159 -1.43836 2.95779
H 2.52298 -3.81119 3.44064
H 1.33492 -5.90931 3.72243
H 0.48142 -6.11109 2.19529
H -0.42811 -5.93283 3.69414
H -1.60186 -4.00291 2.41470
H -3.28180 -2.84117 2.90128
H -5.06400 -1.76812 1.11332
H -3.56949 0.10317 -0.21131
H 3.56745 3.38770 2.52841
H 2.94950 2.91678 4.80352
H 0.84658 3.32472 6.52223
H -1.32105 2.45262 5.07960
S -4.29777 4.88553 2.13537
Sb -4.31904 2.55924 1.61099
S -2.62669 2.43944 -0.05601
S -2.86794 1.60227 3.24069
Br 2.76967 2.58910 -3.93472
C 1.72017 2.24329 -2.41449
C 1.28530 0.97648 -2.13725
C 0.52510 0.77956 -0.98561
N 0.22341 1.77584 -0.15852
C 0.64044 3.03118 -0.44741
C 1.39252 3.30511 -1.56374
C 0.21572 4.06872 0.52283
C 0.51048 5.41249 0.35723
C -0.01027 6.31902 1.26354
Br 0.35146 8.14968 1.05828
C -0.80895 5.87837 2.30329
C -1.03304 4.52177 2.41964
N -0.52282 3.63354 1.56126
H 1.50082 0.12154 -2.76438
H 0.22272 -0.22383 -0.70931
H 1.73406 4.30222 -1.79224
H 1.11176 5.75581 -0.46940
H -1.25606 6.56258 3.00913
H -1.65508 4.11741 3.20577
S 0.20742 -2.59136 -1.49673
P -1.02110 -1.88585 -2.90484
S -1.93912 -0.14580 -2.56679
C -2.29092 -3.15592 -3.23602
C -2.18981 -4.07043 -4.27553
C -3.15697 -5.05423 -4.44280
C -4.22810 -5.13488 -3.56784
C -4.33154 -4.22584 -2.52065
C -3.37069 -3.24325 -2.35925
C -0.12469 -1.75486 -4.49645
C -0.78050 -1.21990 -5.60520
C -0.11698 -1.07739 -6.81144
C 1.21790 -1.45314 -6.92063
C 1.87721 -1.98082 -5.82257
C 1.20538 -2.13726 -4.61500
H -1.35337 -4.02333 -4.96257
H -3.06911 -5.75888 -5.26032
H -4.98133 -5.90143 -3.70021
H -5.16686 -4.28332 -1.83332
H -3.45196 -2.52598 -1.55054
H -1.81131 -0.89946 -5.51034
H -0.63666 -0.66543 -7.66738
H 1.73855 -1.33219 -7.86254
H 2.91532 -2.27845 -5.90415
H 1.70206 -2.56513 -3.75231
*
```

=====

5.
Formula: C11H26NO2S
Source: OMol25
Level of theory: ωB97M-V with the def2-TZVPD basis set

Calculated values
**Kohn-Sham gap**: 9.68 eV

```
! RIJCOSX wB97M-V def2-TZVPD def2/J DEFGRID3
* xyz 1 1
C -1.94361 1.29283 2.82321
O -2.04797 2.59672 2.28549
C -1.39004 2.65444 1.03642
C 0.15049 2.87169 1.28717
C 0.98948 1.59095 0.96500
C 1.86906 1.72379 -0.31232
S 2.15495 0.12120 -1.19578
C 2.66132 -1.15280 0.01808
C 1.54069 -1.66205 0.99237
O 1.71871 -1.26391 2.33068
C 0.46964 -0.27278 -1.87768
C 0.39580 -1.78221 -2.23259
C -1.05712 -2.29125 -2.53469
C -2.18417 -1.30831 -2.10030
N -2.34607 -1.15468 -0.65650
H -2.14068 0.50263 2.07252
H -2.62965 1.12492 3.66189
H -0.91311 1.16211 3.21790
H -1.55818 1.70893 0.47851
H -1.79522 3.46474 0.41787
H 0.24878 3.03989 2.37113
H 0.53326 3.75703 0.75818
H 0.28739 0.75268 0.84658
H 1.63894 1.36316 1.82150
H 2.81712 2.24962 -0.13424
H 1.30937 2.33634 -1.04452
H 3.45092 -0.69793 0.64534
H 3.14598 -2.01408 -0.46641
H 1.56068 -2.76971 0.94611
H 0.54182 -1.38767 0.62348
H 2.53241 -1.68100 2.61104
H 0.40749 0.32238 -2.79933
H -0.24097 0.05936 -1.10823
H 0.98294 -1.91409 -3.15920
H 0.85205 -2.45363 -1.49211
H -1.17115 -2.53737 -3.59925
H -1.20717 -3.21843 -1.95385
H -2.04237 -0.35067 -2.63013
H -3.13282 -1.72217 -2.48075
H -2.98758 -1.83369 -0.27688
H -1.47141 -1.22696 -0.15573
*
```

=====

6.
Formula: C32H73ClN5O
Source: OMol25
Level of theory: ωB97M-V with the def2-TZVPD basis set

Calculated values
**Kohn-Sham gap**: 6.34 eV

```
! RIJCOSX wB97M-V def2-TZVPD def2/J DEFGRID3
* xyz 1 1
C 1.19318 -2.17773 0.94975
C -0.34342 -2.21576 0.75396
C -0.74664 -3.59729 0.26705
N -2.12096 -3.71523 -0.30241
N -2.81465 -2.52782 -0.45251
C -3.64664 -1.96707 0.33711
C -3.97688 -2.58259 1.63170
C -5.43268 -3.09229 1.61386
C -6.48898 -2.00213 1.79241
Cl -5.73994 -3.97853 0.07561
C -4.19045 -0.70223 -0.27177
C -4.19694 0.55880 0.61647
C -3.03091 0.58313 1.59537
C -4.33849 1.84688 -0.21991
C -3.06514 2.64176 -0.46296
C -3.34832 -0.52521 -1.55033
C -2.65968 -1.86032 -1.74123
O -1.37847 -1.80919 -2.25861
H 1.64723 -2.74102 0.14543
H 1.49321 -2.55195 1.91680
H 1.49557 -1.14968 0.79558
H -0.57987 -1.42672 0.05487
H -0.77446 -2.05239 1.73730
H -0.70662 -4.26208 1.12286
H -0.03292 -3.97838 -0.44760
H -2.68722 -4.42255 0.14339
H -3.35004 -3.43836 1.83504
H -3.90405 -1.88504 2.45265
H -5.56602 -3.81402 2.40218
H -6.05303 -1.08110 2.15855
H -7.01724 -1.78811 0.87571
H -7.23767 -2.31549 2.50651
H -5.18372 -0.98053 -0.62736
H -5.09482 0.48724 1.21726
H -3.20810 -0.04686 2.45501
H -2.91171 1.57783 1.99525
H -2.09338 0.26171 1.14688
H -4.77686 1.63444 -1.18861
H -5.06124 2.47425 0.28464
H -2.38693 2.19132 -1.17774
H -2.51250 2.87324 0.43845
H -3.35267 3.59617 -0.88838
H -3.88444 -0.27482 -2.45152
H -2.53284 0.18862 -1.48278
H -3.27191 -2.40385 -2.46907
H -1.26778 -2.60278 -2.80910
C 0.23792 0.22501 4.28316
C 1.18274 0.15843 5.47420
N 2.39572 -0.58995 5.21040
C 3.14868 -0.90726 6.41442
C 3.74256 0.25150 7.22246
C 3.18132 -0.13639 4.07450
C 3.66138 1.32020 4.07266
H 0.00270 -0.77582 3.91137
H -0.69672 0.70295 4.58277
H 0.65299 0.81130 3.46066
H 0.65384 -0.33760 6.29212
H 1.39004 1.18402 5.81608
H 3.94939 -1.60165 6.14739
H 2.48458 -1.47593 7.07302
H 4.61137 0.68856 6.73289
H 4.07706 -0.11594 8.19416
H 3.01433 1.04169 7.40738
H 2.59366 -0.29774 3.16480
H 4.04352 -0.79735 3.95960
H 2.87353 2.01756 4.36191
H 3.98607 1.59661 3.06687
H 4.51317 1.47060 4.73295
C 3.23674 7.69497 1.42515
C 2.23056 6.55472 1.45865
N 2.24279 5.74800 0.25244
C 1.10764 4.85167 0.14802
C 0.98068 3.72997 1.18974
C 3.53195 5.18418 -0.11556
C 4.22231 4.28153 0.91372
H 3.09807 8.30981 0.53537
H 3.10160 8.33070 2.30070
H 4.26631 7.33568 1.44109
H 1.23218 6.98874 1.56013
H 2.40278 5.95630 2.36752
H 1.10301 4.40844 -0.85212
H 0.20080 5.46396 0.19337
H 1.69946 2.93127 1.01136
H -0.01520 3.28041 1.12986
H 1.11192 4.09540 2.20859
H 4.20700 6.00852 -0.35743
H 3.41868 4.63978 -1.05634
H 4.19157 4.70457 1.91849
H 5.27298 4.14584 0.65006
H 3.77038 3.29127 0.94464
C -0.14999 -1.01087 -6.20246
C 0.82402 -2.12256 -5.84031
N 0.48795 -3.39597 -6.44592
C 1.22787 -4.51464 -5.88546
C 2.74801 -4.54623 -6.07657
C 0.34982 -3.38761 -7.89417
C 1.54657 -2.91616 -8.72867
H -1.17673 -1.30382 -5.97387
H 0.08391 -0.11528 -5.62478
H -0.09398 -0.74152 -7.25695
H 0.79950 -2.25353 -4.75312
H 1.84447 -1.79175 -6.08671
H 0.80118 -5.44158 -6.27726
H 1.02129 -4.53636 -4.80880
H 3.02512 -4.80685 -7.09638
H 3.18277 -5.30686 -5.42495
H 3.21541 -3.59450 -5.82242
H -0.50796 -2.75870 -8.14620
H 0.05906 -4.39016 -8.21575
H 1.99142 -2.00167 -8.33404
H 1.21919 -2.70418 -9.74794
H 2.32506 -3.67394 -8.79628
*
```